# 1
A single C4H10N2O molecule. Source: OMol25; level of theory: ωB97M-V/def2-TZVPD.

Kohn-Sham gap   9.44 eV
Energy relative to the best compared isomer or geometry (same formula, charge and spin)   2.216 eV
SMILES   [H]/N=C(\[O-])[N+](C)(C)C

Element x y z (Å)
H 1.6459 -0.6833 -2.4949
N 1.3927 -0.4550 -1.5517
C 0.1255 -0.3577 -1.3969
O -0.9387 -0.4778 -1.9871
N -0.0766 0.0555 0.1592
C 1.3290 0.2236 0.7730
C -0.8668 -1.0411 0.7916
C -0.9356 1.2727 0.1885
H 1.2341 0.9403 1.5770
H 1.6602 -0.7596 1.1111
H 2.1111 0.5522 0.0781
H -1.0432 -0.8033 1.8441
H -0.3232 -1.9822 0.6954
H -1.8230 -1.1417 0.2661
H -0.4336 2.0926 -0.3261
H -1.8702 1.0564 -0.3406
H -1.1531 1.5399 1.2265

=====

# 2
2 unconnected molecules or ions with the total composition CH4ClN3. Source: OMol25; level of theory: ωB97M-V/def2-TZVPD.

Kohn-Sham gap   10.29 eV
Energy relative to the best compared isomer or geometry (same formula, charge and spin)   1.412 eV
SMILES   N=C=NCl.N

Element x y z (Å)
N 0.2454 1.7342 -0.6613
C 0.8805 0.6718 -0.5778
N 1.7585 -0.1693 -0.6951
Cl 1.3996 -1.7818 -1.0210
H -0.0925 2.2985 0.0526
N -0.9137 -0.5571 0.8901
H -1.5301 0.0737 0.4651
H -0.4622 -0.9644 0.0161
H -1.2854 -1.3057 1.5313

=====

# 3
A molecular structure, C23H33N7OS4Tb. Source: OMol25; level of theory: ωB97M-V/def2-TZVPD.

Charge   +1
<S²>   12.672
Kohn-Sham gap (spin up / spin down)   7.45 / 7.48 eV
Spin multiplicity   7
Energy relative to the best compared isomer or geometry (same formula, charge and spin)   0.000 eV

Element x y z (Å)
Tb 0.7820 -0.8977 0.2296
C -0.3318 -1.2314 3.7541
C 0.9984 -0.5011 3.8940
N 1.5744 -0.0089 2.6172
C 1.6569 1.4618 2.5279
C 0.3975 2.0503 1.9422
N 0.1733 1.5522 0.5666
C -1.1707 1.9519 0.0674
C -2.3069 1.1434 0.7051
C -2.7866 -0.0345 -0.1299
N -1.7202 -1.0245 -0.4128
C -2.1179 -2.4137 -0.1246
C -1.9033 -2.7223 1.3409
N -0.4686 -2.6115 1.6668
C -0.2117 -2.6199 3.1207
H -1.0271 -0.6214 3.1649
H -0.7705 -1.3240 4.7490
H 1.7163 -1.1809 4.3548
H 0.8766 0.3360 4.5835
H 2.5267 -0.3424 2.5439
H 2.5039 1.7098 1.8904
H 1.8407 1.9078 3.5081
H 0.4597 3.1406 1.9490
H -0.4616 1.7750 2.5548
H 0.8526 2.0290 -0.0236
H -1.1689 1.8037 -1.0099
H -1.3189 3.0173 0.2490
H -3.1568 1.8019 0.8945
H -1.9912 0.7659 1.6845
H -3.1945 0.3181 -1.0777
H -3.6012 -0.5264 0.4038
H -1.5059 -0.9873 -1.4073
H -1.5038 -3.0790 -0.7376
H -3.1628 -2.5921 -0.3876
H -2.2842 -3.7179 1.5777
H -2.4543 -2.0069 1.9567
H 0.0034 -3.4186 1.2710
H 0.7970 -3.0071 3.2717
H -0.8991 -3.3147 3.6071
O 2.0790 -2.5638 0.7349
N 3.4215 -2.6287 0.7668
C 3.9742 -3.7889 1.1985
C 5.3256 -3.9396 1.2658
C 6.1352 -2.8663 0.8781
C 5.5562 -1.6986 0.4538
C 4.1588 -1.5488 0.3995
S 3.4061 -0.0847 -0.0924
H 3.2626 -4.5569 1.4570
H 5.7397 -4.8773 1.6080
H 7.2133 -2.9564 0.9113
H 6.1507 -0.8482 0.1507
S 1.0616 4.0874 -3.8396
C 0.6209 2.5286 -3.5781
S 1.7380 1.2472 -3.1813
C 0.4181 0.1412 -2.8833
N -0.7446 0.6681 -3.0772
N -0.6320 1.9785 -3.5101
C -1.8424 2.6327 -3.9310
C -2.9504 2.6352 -3.1002
C -4.1260 3.2412 -3.5214
C -4.1873 3.8461 -4.7684
C -3.0727 3.8317 -5.5960
C -1.8994 3.2214 -5.1838
S 0.6942 -1.5079 -2.3997
H -2.8995 2.1610 -2.1277
H -4.9924 3.2412 -2.8718
H -5.1016 4.3241 -5.0958
H -3.1171 4.2941 -6.5746
H -1.0314 3.2060 -5.8277

=====

# 4
4 unconnected molecules or ions with the total composition C3H14NO4. Source: OMol25; level of theory: ωB97M-V/def2-TZVPD.

Charge   +1
Kohn-Sham gap   10.08 eV
Energy relative to the best compared isomer or geometry (same formula, charge and spin)   2.220 eV

Element x y z (Å)
C 0.8788 0.0791 1.5833
C -0.4804 -0.1158 2.1569
C -1.5022 -0.3531 0.8976
O -1.2005 0.0442 -0.2132
N 1.2398 1.6366 1.2708
H 0.9788 -0.4996 0.5996
H 1.7078 -0.2592 2.2968
H -0.7423 0.7357 2.9905
H -0.3861 -1.0625 2.6996
H -2.3136 -0.9234 1.1174
H 0.7210 1.7775 0.3812
H 2.2740 1.6133 1.2028
H 0.9125 2.2522 2.0694
H 4.4868 2.3174 0.3488
H 4.3582 0.7805 0.8995
O 3.9416 1.6172 0.6351
H 0.4572 -2.7211 -2.6202
H 0.7762 -1.6574 -3.6097
O 0.6293 -1.7555 -2.6872
H -6.0681 -0.5795 -3.7082
H -5.3705 -1.8241 -4.4747
O -5.2981 -1.1024 -3.8361

=====

Please write out number 2 again, unchanged.
2 unconnected molecules or ions with the total composition CH4ClN3. Source: OMol25; level of theory: ωB97M-V/def2-TZVPD.

Kohn-Sham gap   10.29 eV
Energy relative to the best compared isomer or geometry (same formula, charge and spin)   1.412 eV
SMILES   N=C=NCl.N

Element x y z (Å)
N 0.2454 1.7342 -0.6613
C 0.8805 0.6718 -0.5778
N 1.7585 -0.1693 -0.6951
Cl 1.3996 -1.7818 -1.0210
H -0.0925 2.2985 0.0526
N -0.9137 -0.5571 0.8901
H -1.5301 0.0737 0.4651
H -0.4622 -0.9644 0.0161
H -1.2854 -1.3057 1.5313

=====

Question: energy relative to the best compared isomer or geometry (same formula, charge and spin) of number 4 (C3H14NO4)?
Answer: 2.220 eV

=====

Question: Among the records above, which one has the highest energy relative to the best compared isomer or geometry (same formula, charge and spin)?
Answer: C3H14NO4